{
  "formula": "C39H41BaNO2P2",
  "method": "ωB97M-V/def2-TZVPD",
  "e_tot_ev": -65960.7995,
  "gap_ev": [4.751, 3.763],
  "e_homo_ev": [-4.97, -3.95],
  "total_charge": 0,
  "elements": ["Ba", "C", "C", "C", "C", "C", "C", "C", "C", "C", "H", "H", "H", "H", "H", "H", "H", "H", "H", "H", "H", "H", "H", "H", "H", "P", "P", "C", "C", "C", "C", "C", "C", "C", "C", "C", "C", "C", "C", "C", "C", "C", "C", "C", "C", "C", "C", "C", "C", "C", "C", "C", "C", "H", "H", "H", "H", "H", "H", "H", "H", "H", "H", "H", "H", "H", "H", "H", "H", "H", "H", "H", "H", "H", "H", "O", "C", "C", "C", "C", "O", "N", "H", "H", "H", "H"],
  "coordinates": [[0.67669, -1.78537, 1.85585], [5.44925, -3.93603, 0.72982], [5.61924, -2.85593, -0.05216], [6.07506, -2.89617, -1.48699], [5.37107, -3.94636, -2.38064], [3.93854, -4.22666, -2.02777], [3.54944, -5.20054, -1.19637], [4.45582, -6.05489, -0.36365], [5.67491, -5.34685, 0.28227], [-0.58663, -0.25824, -1.00050], [5.25348, -3.83448, 1.79762], [5.55803, -1.85085, 0.37135], [7.15669, -3.08919, -1.54817], [5.91843, -1.89958, -1.92700], [5.38814, -3.54298, -3.40411], [5.96208, -4.87315, -2.41437], [3.21091, -3.66051, -2.61338], [2.53982, -5.57447, -1.26923], [4.85032, -6.89629, -0.96511], [3.84673, -6.51909, 0.42956], [5.91828, -5.91469, 1.19166], [6.53741, -5.41700, -0.39752], [-0.81673, -0.48201, 0.05706], [-1.50722, 0.12993, -1.45182], [0.17299, 0.52097, -1.01755], [2.94338, -0.07452, -0.22504], [-0.02743, -1.65177, -1.96621], [2.84700, -1.08784, -1.66317], [1.73313, -1.62266, -2.30199], [3.87483, 1.44796, -0.46131], [5.19762, 1.60051, -0.94283], [5.75756, 2.87756, -1.01466], [5.04271, 4.00397, -0.62094], [3.72256, 3.86627, -0.18647], [3.14872, 2.60831, -0.13800], [3.53444, -0.82249, 1.34653], [3.32982, -2.19395, 1.63101], [3.22457, -2.64496, 2.96054], [3.43801, -1.74188, 4.01281], [3.83961, -0.43733, 3.72786], [3.92153, 0.02322, 2.41548], [-0.80395, -1.42640, -3.56494], [-0.64040, -0.17797, -4.19927], [-1.07267, -0.00857, -5.51185], [-1.72256, -1.05485, -6.17602], [-1.90736, -2.28123, -5.53212], [-1.48948, -2.46680, -4.21346], [-0.54992, -3.17312, -1.11627], [-1.71817, -3.39110, -0.33905], [-1.89810, -4.62515, 0.29831], [-0.96573, -5.64916, 0.14111], [0.17892, -5.44564, -0.63334], [0.39691, -4.19797, -1.20792], [3.80214, -1.14061, -2.20147], [1.93240, -2.00006, -3.31417], [5.76767, 0.72459, -1.25413], [6.78144, 3.00506, -1.38918], [5.49707, 5.00121, -0.65940], [3.12670, 4.73280, 0.10382], [2.10026, 2.50509, 0.13934], [3.17430, -2.91603, 0.81067], [2.97697, -3.68696, 3.16275], [3.32993, -2.07539, 5.05484], [4.08831, 0.24395, 4.53793], [4.28054, 1.02957, 2.19739], [-0.16829, 0.65432, -3.67161], [-0.90869, 0.94517, -6.01374], [-2.10162, -0.90467, -7.18698], [-2.38861, -3.10600, -6.06056], [-1.68170, -3.40236, -3.68619], [-2.49518, -2.61539, -0.27282], [-2.77975, -4.80823, 0.92053], [-1.09846, -6.62584, 0.61150], [0.89694, -6.24684, -0.78774], [1.34107, -3.98324, -1.71830], [-0.00525, -0.02834, 3.62495], [-0.27650, 1.00261, 2.94426], [-0.90413, 2.28358, 3.45032], [-0.86259, 3.20297, 2.24557], [-0.24014, 2.35393, 1.15687], [0.05713, 2.75509, 0.02689], [0.00742, 1.06462, 1.62195], [-1.94573, 2.12133, 3.75385], [-0.33277, 2.67511, 4.29742], [-1.87279, 3.52540, 1.95986], [-0.24634, 4.09602, 2.40960]],
  "forces_ev_per_a": [[-1.40, 0.65, -0.87], [0.73, 0.65, -0.49], [0.78, -0.55, 0.57], [-0.09, 0.10, -0.20], [0.24, 0.39, -0.13], [-0.09, -0.61, -0.23], [0.37, -0.09, -1.06], [0.18, -0.29, 0.20], [0.05, -0.45, 0.12], [-0.57, 0.49, 0.24], [-0.14, 0.25, -0.34], [-0.14, -0.40, -0.01], [-0.13, 0.14, 0.15], [0.05, -0.25, 0.14], [0.01, -0.21, 0.18], [-0.27, 0.18, 0.13], [0.05, -0.38, 0.30], [-0.09, 0.47, 0.34], [-0.23, 0.21, 0.17], [0.17, 0.14, -0.20], [0.20, -0.04, -0.35], [-0.21, 0.11, 0.26], [0.03, 0.09, -0.74], [0.10, 0.04, 0.16], [-0.11, 0.10, 0.09], [-1.45, -1.00, 0.02], [1.21, -1.45, 1.16], [1.84, 0.76, 1.05], [-1.91, -0.21, -1.12], [0.70, 0.84, -0.20], [-0.64, 0.01, 0.37], [0.45, -0.18, -0.23], [-0.33, 0.27, 0.16], [0.36, 0.23, -0.16], [-0.11, -0.45, 0.14], [0.71, -0.18, -0.25], [-0.08, 0.05, 0.31], [0.66, 0.66, 0.02], [-0.24, -0.74, 0.18], [0.11, 0.38, -0.33], [-0.22, -0.53, 0.17], [-0.49, 0.18, -0.82], [-0.02, -0.44, -0.24], [-0.22, -0.02, 0.14], [0.17, -0.14, 0.27], [-0.25, 0.08, -0.10], [0.47, 0.51, 0.01], [1.41, 2.09, -0.81], [-1.29, 0.39, 0.95], [0.12, 0.04, -0.03], [-1.05, -0.79, 0.85], [1.04, 1.27, -0.90], [0.78, -1.79, 0.18], [-0.43, -0.24, -0.07], [-0.24, 0.09, 0.33], [-0.06, 0.21, 0.11], [-0.44, -0.14, 0.17], [-0.11, -0.48, -0.03], [0.21, -0.18, -0.13], [0.37, 0.03, -0.03], [-0.05, 0.53, 0.24], [0.15, 0.10, 0.00], [0.09, 0.19, -0.55], [-0.04, -0.15, -0.08], [-0.31, -0.15, 0.10], [0.02, -0.32, -0.17], [-0.13, -0.22, 0.12], [0.21, -0.10, 0.21], [0.03, 0.28, 0.16], [0.21, 0.17, -0.16], [0.29, -0.41, -0.02], [0.22, 0.18, -0.28], [-0.21, 0.36, -0.06], [-0.18, 0.11, 0.18], [-0.49, -0.18, 0.04], [-0.54, 0.68, -0.11], [0.42, -0.31, -0.92], [-0.15, 0.09, 0.52], [-0.12, 0.43, 0.04], [0.53, -0.36, -1.24], [-0.69, -0.43, 1.41], [-0.11, 0.18, 0.97], [0.35, -0.22, 0.24], [-0.20, -0.18, 0.02], [0.37, 0.03, -0.14], [-0.20, -0.16, -0.13]]
}